No. 1
C21H23BF4N3O3RuS2 | ωB97M-V/def2-TZVPD

Last column: natural (NBO) charge in e.
Cartesian coordinates (Å):
Ru1 -0.551 0.017 0.483  1.237
C1 1.941 -2.507 -1.637  -0.695
C2 0.966 -2.216 -0.529  0.398
N1 1.218 -1.211 0.286  -0.288
N2 2.345 -0.511 0.193  -0.401
C3 2.432 0.582 0.882  -0.083
S1 1.242 1.189 1.980  -0.041
S2 3.879 1.543 0.781  0.290
C4 4.725 0.874 -0.716  -0.555
C5 4.420 1.696 -1.925  0.053
C6 5.407 2.508 -2.474  -0.240
C7 5.145 3.269 -3.600  -0.207
C8 3.890 3.229 -4.184  -0.224
C9 2.892 2.447 -3.627  -0.201
C10 3.154 1.685 -2.503  -0.236
C11 -0.211 -3.021 -0.345  -0.281
C12 -0.454 -4.119 -1.189  -0.074
C13 -1.542 -4.942 -1.038  -0.296
C14 -2.462 -4.720 -0.005  -0.146
C15 -2.281 -3.669 0.849  -0.292
C16 -1.194 -2.757 0.700  0.419
O1 -1.125 -1.773 1.504  -0.636
H1 2.781 -1.827 -1.542  0.249
H2 1.472 -2.350 -2.605  0.256
H3 2.303 -3.530 -1.572  0.234
H4 4.381 -0.154 -0.811  0.261
H5 5.788 0.906 -0.483  0.230
H6 6.386 2.544 -2.015  0.208
H7 5.922 3.890 -4.022  0.213
H8 3.679 3.816 -5.065  0.211
H9 1.907 2.417 -4.070  0.216
H10 2.363 1.090 -2.073  0.231
H11 0.233 -4.325 -1.993  0.201
H12 -1.680 -5.768 -1.717  0.212
H13 -3.309 -5.382 0.105  0.214
H14 -2.961 -3.467 1.664  0.223
O2 -1.758 2.011 1.015  -0.648
C17 -1.129 2.657 0.184  0.794
O3 -0.117 2.275 -0.468  -0.699
C18 -1.536 4.115 -0.150  -0.163
N3 -0.553 4.529 -1.182  -0.550
C19 -1.295 4.925 -2.401  -0.235
C20 -2.676 5.295 -1.873  -0.410
C21 -2.900 4.200 -0.835  -0.415
H15 -1.475 4.734 0.746  0.237
H16 -0.020 3.546 -1.247  0.493
H17 0.082 5.254 -0.860  0.424
H18 -1.375 4.054 -3.052  0.249
H19 -0.793 5.738 -2.922  0.220
H20 -3.434 5.281 -2.648  0.239
H21 -2.657 6.281 -1.406  0.202
H22 -3.116 3.257 -1.340  0.250
H23 -3.698 4.420 -0.132  0.241
F1 -1.642 1.671 -2.717  -0.570
B1 -1.634 0.333 -2.401  1.340
F2 -0.305 -0.051 -2.018  -0.569
F3 -2.382 0.124 -1.216  -0.557
F4 -2.076 -0.429 -3.422  -0.533

Force components x, y, z for each atom (eV/Å):
Ru 2.521 0.378 2.189
C 0.295 -0.112 0.529
C 0.816 0.419 0.163
N -3.664 0.296 -0.608
N 1.730 1.271 -0.181
C -0.080 -1.197 -0.479
S -1.645 -1.174 -0.743
S 0.454 0.209 -0.145
C -0.319 0.122 0.531
C 0.100 0.113 -0.073
C -0.092 -0.107 0.031
C -0.011 0.082 -0.115
C 0.012 0.171 -0.076
C -0.047 -0.057 0.029
C -0.011 -0.030 0.034
C -1.309 0.108 0.515
C -0.119 0.039 0.046
C 0.050 -0.119 -0.097
C 0.400 -0.005 -0.214
C 0.419 0.449 0.190
C 0.349 -1.866 -1.640
O 0.346 3.322 0.156
H -0.010 -0.101 -0.099
H -0.236 -0.031 -0.009
H 0.022 -0.094 -0.105
H 0.137 -0.023 0.014
H -0.011 -0.118 0.008
H 0.081 -0.031 0.027
H 0.044 0.035 -0.033
H 0.029 0.066 -0.101
H -0.084 -0.014 -0.056
H -0.092 -0.157 0.094
H 0.113 -0.014 -0.120
H -0.034 -0.082 -0.080
H -0.086 -0.006 0.063
H -0.084 0.032 0.000
O -0.407 -1.266 0.085
C 0.333 1.439 -0.283
O -0.143 -1.421 0.296
C -0.397 -0.787 0.658
N 0.804 -0.512 -0.075
C -0.514 0.275 -0.607
C 0.004 -0.147 0.029
C -0.006 0.128 0.009
H 0.078 0.011 -0.124
H -0.139 0.839 -0.136
H -0.032 -0.088 0.010
H 0.151 0.010 0.052
H 0.139 -0.108 0.065
H -0.013 0.084 -0.140
H -0.039 0.039 -0.018
H -0.042 -0.010 0.067
H 0.017 -0.042 0.042
F -0.092 1.031 -0.227
B 0.456 -0.324 0.162
F 0.439 -0.158 0.197
F -0.288 -0.262 0.840
F -0.293 -0.504 -0.545

- Relative energy (zero: lowest compared OMol25 entry of this formula, charge and spin): 2.131 eV
- Multiplicity: 2
- Total energy: -68566.634 eV
- Expectation value of S²: 0.794
- Frontier orbital gap (alpha / beta): 0.2196 / 0.2432 Ha

***

No. 2
C3H7ClSi | ωB97M-V/def2-TZVPD

Last column: natural (NBO) charge in e.
Cartesian coordinates (Å):
C1 -1.128 0.363 -0.412  -0.549
C2 -0.299 0.032 0.846  -0.457
C3 -0.309 1.161 -1.411  -0.138
Si1 1.043 -1.199 0.830  0.769
Cl1 -0.247 2.878 -1.165  0.003
H1 -1.373 -0.532 -0.991  0.220
H2 -2.035 0.951 -0.223  0.224
H3 0.017 0.870 1.369  0.181
H4 0.611 0.590 -1.819  0.197
H5 1.675 -0.866 2.083  -0.153
H6 1.814 -1.837 -0.315  -0.126
H7 0.231 -2.410 1.208  -0.171

Force components x, y, z for each atom (eV/Å):
C -0.260 0.149 -0.288
C -0.208 0.243 -3.727
C 1.593 -1.127 1.012
Si -1.086 -2.370 0.473
Cl 0.280 -0.653 -0.338
H -0.317 -0.206 0.438
H 0.063 -0.389 0.219
H 0.022 1.757 1.284
H -1.372 1.568 0.422
H 1.097 0.086 0.273
H -0.072 1.028 0.289
H 0.260 -0.087 -0.056

- Relative energy (zero: lowest compared OMol25 entry of this formula, charge and spin): 4.552 eV
- Multiplicity: 1
- Total energy: -23619.972 eV
- Frontier orbital gap (alpha / beta): 0.2847 / 0.3202 Ha

***

No. 3
C7H9NO3P | ωB97M-V/def2-TZVPD

Last column: natural (NBO) charge in e.
Cartesian coordinates (Å):
C1 -0.443 1.763 0.375  0.681
C2 0.269 -2.612 1.172  0.736
C3 -0.758 0.273 -1.404  -0.222
C4 1.373 0.230 1.426  -0.676
C5 -0.113 0.436 1.008  -0.343
C6 0.449 -1.734 -0.072  -0.609
C7 -0.567 -0.583 -0.037  -0.224
N1 -0.685 1.601 -0.901  -0.598
O1 1.279 -2.615 1.899  -0.750
O2 -0.434 2.846 0.982  -0.671
O3 -0.810 -3.127 1.452  -0.738
P1 2.163 -1.146 0.373  0.671
H1 0.119 0.079 -1.974  0.196
H2 -1.679 -0.069 -1.913  0.184
H3 1.994 1.188 1.299  0.226
H4 1.303 -0.020 2.478  0.231
H5 -0.646 0.441 2.002  0.244
H6 0.530 -2.359 -1.118  0.227
H7 -1.567 -1.119 0.074  0.246
H8 -0.789 2.404 -1.561  0.397
H9 2.148 -0.166 -0.924  -0.208

Force components x, y, z for each atom (eV/Å):
C 0.986 1.692 2.808
C -1.263 -0.285 0.145
C 0.705 -2.030 1.920
C 0.902 1.254 -0.802
C -0.928 0.005 1.254
C 1.218 -1.093 -2.367
C -1.260 -1.287 -1.604
N -1.336 1.633 -3.400
O 1.559 0.019 0.687
O -0.013 -0.815 -0.783
O -1.060 -0.406 -0.430
P -0.862 2.042 -1.480
H 0.531 -0.302 -1.033
H 0.346 0.716 0.200
H -0.980 -1.278 0.278
H 0.699 -0.244 0.020
H -0.007 -0.320 -1.295
H -0.641 1.444 2.506
H 1.108 0.981 0.705
H 0.082 -0.912 1.314
H 0.216 -0.813 1.359

- Relative energy (zero: lowest compared OMol25 entry of this formula, charge and spin): 1.801 eV
- Multiplicity: 1
- Total energy: -24327.628 eV
- Charge: -1
- Frontier orbital gap: 0.2822 Ha

***

No. 4
C5H10N2 | ωB97M-V/def2-TZVPD

Last column: natural (NBO) charge in e.
Cartesian coordinates (Å):
C1 0.717 -0.819 0.244  -0.379
C2 0.302 -1.999 -0.755  -0.399
C3 -0.137 0.529 -0.177  -0.307
C4 -1.117 0.758 0.857  0.163
C5 0.708 1.702 -0.441  -0.608
N1 -1.275 0.132 1.937  -0.644
N2 0.391 -1.595 -2.051  -0.118
H1 0.580 -1.351 1.152  0.245
H2 1.742 -0.451 -0.012  0.205
H3 0.844 -2.931 -0.616  0.226
H4 -0.794 -2.205 -0.538  0.226
H5 -0.630 0.134 -1.126  0.246
H6 -1.892 1.616 0.638  0.130
H7 1.558 1.736 0.147  0.219
H8 -0.039 2.476 -0.357  0.217
H9 0.927 1.665 -1.549  0.225
H10 -1.887 0.603 2.649  0.354

Force components x, y, z for each atom (eV/Å):
C 0.344 1.003 -3.292
C -1.036 0.937 0.499
C 0.323 -5.690 -0.035
C -3.751 2.522 0.765
C -1.898 0.125 -3.566
N 0.585 0.001 1.554
N 0.171 0.112 -1.009
H 0.058 0.784 1.420
H -0.436 -1.136 0.705
H 0.333 -0.262 0.397
H 0.776 0.020 -0.017
H 0.186 1.095 1.063
H 1.553 -0.911 0.165
H 1.529 0.586 1.231
H 0.606 1.270 0.326
H 0.457 0.216 1.252
H 0.200 -0.671 -1.458

- Relative energy (zero: lowest compared OMol25 entry of this formula, charge and spin): 5.476 eV
- Multiplicity: 1
- Total energy: -8321.858 eV
- Frontier orbital gap (alpha / beta): 0.3245 / 0.3248 Ha

***

Among the records above, which one has the lowest relative energy (zero: lowest compared OMol25 entry of this formula, charge and spin)?
C7H9NO3P

***

Which value of relative energy (zero: lowest compared OMol25 entry of this formula, charge and spin) does entry 2 give?
4.552 eV

***

Number 2 is which compound?
C3H7ClSi

***

Which formula does entry 1 have?
C21H23BF4N3O3RuS2